1.
Entry from OMol25: an isolated molecule of C23H34N2O3 (ωB97M-V with the def2-TZVPD basis set).

Relative energy (zero: lowest compared OMol25 entry of this formula, charge and spin) in kJ/mol: 402.2
Highest occupied orbital energy in eV: -9.0671
2S+1: 1
LUMO energy in eV: 0.6

```
62
C23H34N2O3 | OMol25 | ωB97M-V with the def2-TZVPD basis set
C 5.4710 -2.5634 -3.9088
C 5.5556 -1.3577 -2.9769
C 4.1886 -0.8146 -2.5546
C 3.7030 0.2495 -3.5332
C 3.0838 -1.8429 -2.2031
C 2.6841 -0.9827 -0.9912
C 2.4346 -1.7172 0.3037
O 2.9314 -2.8045 0.5587
N 1.6801 -1.0630 1.2095
C 0.9501 0.2031 1.2340
C 0.3531 -0.2563 2.5978
C -1.1454 -0.4931 2.6212
C -1.6828 0.9099 2.9707
C -2.0949 1.6740 1.7118
O -1.3887 2.5396 1.2061
N -3.2812 1.3321 1.1865
C -4.1848 0.2553 1.4678
C -5.5100 1.0198 1.6857
C -5.6623 2.3037 1.3126
C -4.6660 3.0530 0.3987
C -3.8138 1.8788 -0.0648
C -2.9046 1.3677 -1.1662
C -2.8839 -0.1714 -0.7880
C -4.0147 -0.6759 0.1918
C -0.4813 1.5674 3.6776
O 0.5750 0.6007 3.6888
C 1.2913 -1.4742 2.5526
C 4.0663 -0.2852 -1.1002
H 6.4644 -2.8863 -4.2219
H 4.9878 -3.4076 -3.4175
H 4.9005 -2.3331 -4.8119
H 6.1092 -1.6566 -2.0820
H 6.1362 -0.5585 -3.4465
H 2.7134 0.6254 -3.2632
H 4.3928 1.0961 -3.5459
H 3.6384 -0.1501 -4.5487
H 2.3218 -2.0416 -2.9580
H 3.4987 -2.7850 -1.8449
H 1.8698 -0.2920 -1.2106
H 1.5890 1.0834 1.3292
H 0.2416 0.3518 0.4171
H -1.5275 -0.8914 1.6809
H -1.3805 -1.2041 3.4155
H -2.5405 0.8390 3.6390
H -3.9301 -0.2843 2.3800
H -6.3027 0.5219 2.2321
H -6.5763 2.8180 1.5877
H -5.2283 3.5292 -0.4079
H -4.1038 3.8210 0.9312
H -4.6488 1.2363 -0.3175
H -3.3623 1.5163 -2.1457
H -1.9000 1.7834 -1.1707
H -2.9247 -0.7877 -1.6875
H -1.9206 -0.3886 -0.3228
H -3.7423 -1.6838 0.5107
H -4.9668 -0.7723 -0.3345
H -0.1717 2.4546 3.1242
H -0.6932 1.8355 4.7110
H 0.8186 -2.4564 2.6003
H 2.1013 -1.4179 3.2818
H 4.7881 -0.7625 -0.4355
H 4.0950 0.7957 -0.9559
```

=====

2.
Entry from OMol25: an isolated molecule of C23H34N2O3 at a distorted geometry (ωB97M-V with the def2-TZVPD basis set).

Relative energy (zero: lowest compared OMol25 entry of this formula, charge and spin) in kJ/mol: 458.2
Highest occupied orbital energy in eV: -8.9911
2S+1: 1
LUMO energy in eV: 0.6

```
62
C23H34N2O3 | OMol25 | ωB97M-V with the def2-TZVPD basis set
C -0.5627 1.5186 0.0380
C 0.0032 0.1112 -0.1073
C 1.5207 0.0500 -0.1759
C 2.1749 0.6220 1.0698
C 2.1105 -1.3334 -0.5604
C 3.1159 -0.6237 -1.4850
C 3.3652 -1.2303 -2.8397
O 2.5193 -1.8764 -3.4366
N 4.5866 -0.9805 -3.3722
C 5.8880 -0.6009 -2.8164
C 6.4863 -0.9421 -4.2121
C 7.3956 -2.1600 -4.2554
C 8.7930 -1.5484 -4.0110
C 9.2439 -1.7434 -2.5721
O 8.8933 -0.9792 -1.6883
N 10.1091 -2.7720 -2.3389
C 10.1340 -4.0343 -3.0634
C 11.5831 -4.4936 -2.9961
C 12.4309 -4.0814 -2.0568
C 12.0201 -3.2139 -0.8877
C 10.4741 -3.1378 -0.9724
C 9.1888 -3.4859 -0.1745
C 8.3416 -4.3425 -1.1605
C 9.0917 -4.9824 -2.3620
C 8.5728 -0.0581 -4.3456
O 7.2393 0.0652 -4.8380
C 5.0568 -1.1221 -4.7461
C 2.1626 0.6002 -1.4794
H -1.6522 1.5063 -0.0061
H -0.2793 1.9750 0.9871
H -0.2065 2.1684 -0.7654
H -0.3414 -0.5133 0.7256
H -0.4006 -0.3482 -1.0148
H 3.2573 0.4753 1.0578
H 1.9929 1.6946 1.1589
H 1.7836 0.1341 1.9665
H 2.5168 -1.9459 0.2467
H 1.4008 -1.9172 -1.1454
H 4.0493 -0.3999 -0.9693
H 5.9665 0.4568 -2.5572
H 6.2332 -1.2265 -1.9939
H 7.1132 -2.9157 -3.5220
H 7.3425 -2.6127 -5.2467
H 9.5274 -1.9732 -4.6914
H 9.8617 -3.9066 -4.1112
H 11.9381 -5.1445 -3.7873
H 13.4681 -4.3953 -2.1023
H 12.3296 -3.6617 0.0592
H 12.5199 -2.2389 -0.9416
H 10.5362 -4.2379 -1.0792
H 9.4471 -4.0367 0.7315
H 8.6169 -2.6130 0.1440
H 7.8512 -5.1433 -0.6054
H 7.5356 -3.7170 -1.5497
H 8.3429 -5.2908 -3.0952
H 9.5857 -5.9067 -2.0517
H 8.7056 0.5578 -3.4545
H 9.2455 0.2973 -5.1246
H 4.8528 -2.0977 -5.1899
H 4.7112 -0.3156 -5.3936
H 1.4593 0.5441 -2.3112
H 2.6149 1.5927 -1.4473
```

=====

3.
Entry from OMol25: an isolated molecule of C23H34N2OS2 (ωB97M-V with the def2-TZVPD basis set).

Relative energy (zero: lowest compared OMol25 entry of this formula, charge and spin) in kJ/mol: 0.0
Highest occupied orbital energy in eV: -8.1583
2S+1: 1
LUMO energy in eV: 0.1

```
62
C23H34N2OS2 | OMol25 | ωB97M-V with the def2-TZVPD basis set
C -4.3462 -1.9629 -1.6949
H -3.5805 -1.7419 -2.4353
H -4.9745 -2.7658 -2.0732
H -3.8601 -2.2948 -0.7820
C -5.1895 -0.7213 -1.4097
C -4.3268 0.3999 -0.8916
N -3.5179 0.1045 0.1175
C -2.7383 1.0340 0.6315
C -2.7059 2.3518 0.1514
C -3.5833 2.6690 -0.8745
C -4.3997 1.6862 -1.4116
H -5.0795 1.9141 -2.2174
H -3.6105 3.6814 -1.2503
C -1.8261 3.4036 0.7347
O -2.2802 4.4085 1.2465
C -0.3940 3.1810 0.6045
C 0.5971 3.9631 1.1473
C 1.8850 3.5376 0.7916
C 1.8730 2.4466 -0.0270
S 0.2840 1.9108 -0.3671
H 2.7175 1.9267 -0.4483
H 2.7882 4.0203 1.1197
H 0.3769 4.8054 1.7779
S -1.7617 0.5830 2.0232
C -2.1481 -1.1944 2.1393
C -1.3881 -2.0148 1.1102
C 0.1096 -2.0699 1.3969
H 0.2721 -2.5605 2.3601
C 0.8561 -2.8346 0.3057
H 0.3104 -3.7570 0.0889
C 2.2829 -3.2168 0.6997
C 3.2037 -2.0359 1.0063
C 3.4147 -1.1095 -0.1896
C 4.5425 -0.1171 0.0905
N 4.5598 1.0038 -0.8396
C 5.5007 2.0185 -0.4048
H 5.4399 2.8725 -1.0783
H 5.2359 2.3481 0.5990
H 6.5394 1.6551 -0.3914
C 4.8446 0.5927 -2.2005
H 5.8131 0.0773 -2.2904
H 4.8606 1.4747 -2.8393
H 4.0586 -0.0706 -2.5537
H 4.3920 0.3021 1.0900
H 5.5105 -0.6501 0.0921
H 2.5005 -0.5525 -0.3967
H 3.6547 -1.7136 -1.0664
H 2.8035 -1.4629 1.8440
H 4.1738 -2.4343 1.3163
H 2.7219 -3.8033 -0.1116
H 2.2410 -3.8601 1.5824
H 0.8681 -2.2415 -0.6099
H 0.4933 -1.0509 1.4694
H -1.7971 -3.0291 1.1121
H -1.5586 -1.5870 0.1207
H -1.8769 -1.4789 3.1555
H -3.2241 -1.2810 1.9999
C -6.2738 -1.0344 -0.3752
H -5.8130 -1.3445 0.5593
H -6.8856 -0.1553 -0.1842
H -6.9166 -1.8353 -0.7328
H -5.6693 -0.3898 -2.3365
```